# 1
Entry from the OMol25 dataset: C49H121BF4N8Na3O23P as an isolated structure at a distorted geometry (the ωB97M-V functional and the def2-TZVPD basis).

E_HOMO ... -0.23 eV
Charge ... -2
Energy ... -5360.65173 a.u.
HOMO-LUMO gap ... 0.1039 Ha
Largest force on an atom ... 8.273 eV Å⁻¹

```
210
C49H121BF4N8Na3O23P | the OMol25 dataset | the ωB97M-V functional and the def2-TZVPD basis
Na -0.77 -3.94 1.27
Na 0.56 -2.61 -1.63
Na -3.66 -3.25 -1.79
B 0.27 -0.72 0.46
F 0.13 -0.01 -0.68
F -0.91 -1.52 0.53
F 1.38 -1.58 0.24
F 0.36 0.03 1.62
O -1.53 -7.82 3.30
C -0.90 -6.88 2.71
O 0.05 -7.18 2.00
O -1.33 -5.71 2.86
H -1.93 -7.02 3.66
P -1.17 -4.89 -1.42
O 0.18 -4.55 -0.68
O -2.35 -4.64 -0.37
O -1.32 -6.38 -1.91
O -1.49 -3.99 -2.63
C -1.74 4.38 0.60
O -1.45 3.94 1.93
C -0.83 4.84 2.84
C -1.72 5.99 3.30
N -0.89 6.90 4.13
C -0.03 7.80 3.30
C -0.84 9.08 3.13
O -1.08 9.54 4.50
C -1.10 10.89 4.77
H -2.74 3.95 0.49
H -0.99 3.98 -0.07
H -1.81 5.46 0.53
H 0.12 5.13 2.39
H -0.42 4.35 3.73
H -2.66 5.64 3.73
H -2.14 6.53 2.45
H -1.48 7.47 4.72
H 0.42 7.35 2.42
H 0.70 7.95 4.10
H -1.78 9.18 2.60
H -0.18 9.80 2.63
H -1.48 11.52 3.97
H -0.07 11.25 4.86
H -1.68 11.15 5.66
C -0.38 0.22 5.54
O -1.82 0.08 5.80
C -2.60 0.80 4.91
C -2.77 -0.02 3.63
N -3.30 -1.35 3.63
C -4.77 -1.32 3.92
C -5.36 -2.71 3.76
O -5.00 -3.34 5.03
C -5.20 -4.81 4.98
H -0.06 -0.66 6.09
H -0.06 1.13 6.03
H -0.16 0.17 4.47
H -2.12 1.74 4.63
H -3.53 1.03 5.43
H -1.82 -0.10 3.10
H -3.22 0.62 2.87
H -2.85 -1.83 4.40
H -5.35 -0.66 3.28
H -4.77 -0.89 4.93
H -4.91 -3.32 2.97
H -6.45 -2.71 3.78
H -4.62 -5.46 4.32
H -6.28 -4.83 4.81
H -5.03 -5.25 5.97
C -3.48 -1.98 -4.65
O -3.47 -1.37 -3.36
C -4.47 -0.43 -3.32
C -4.44 0.20 -1.97
N -4.56 -0.87 -0.93
C -4.40 -0.17 0.36
C -5.69 0.53 0.94
O -6.62 -0.44 1.40
C -7.67 0.30 1.97
H -2.78 -2.80 -4.82
H -3.18 -1.23 -5.38
H -4.42 -2.39 -5.03
H -5.42 -0.95 -3.46
H -4.35 0.39 -4.03
H -5.29 0.88 -2.07
H -3.51 0.76 -1.87
H -5.51 -1.21 -0.89
H -3.55 0.52 0.35
H -4.17 -0.99 1.05
H -6.26 0.96 0.12
H -5.40 1.21 1.74
H -7.29 1.03 2.69
H -8.25 -0.43 2.55
H -8.34 0.70 1.21
C 2.91 2.27 -4.33
O 1.74 1.47 -4.51
C 0.90 1.22 -3.42
C -0.27 0.19 -3.65
N 0.18 -1.21 -3.63
C 1.09 -1.69 -4.66
C 1.73 -3.11 -4.23
O 2.43 -3.10 -3.02
C 2.69 -4.51 -2.62
H 3.39 2.55 -5.26
H 3.68 1.81 -3.71
H 2.60 3.26 -4.02
H 0.40 2.14 -3.13
H 1.49 0.92 -2.56
H -0.80 0.32 -4.60
H -1.08 0.28 -2.93
H -0.72 -1.64 -3.78
H 1.86 -0.93 -4.82
H 0.58 -1.68 -5.63
H 2.43 -3.49 -4.97
H 0.86 -3.76 -4.26
H 1.74 -5.05 -2.63
H 3.02 -4.66 -1.60
H 3.35 -5.10 -3.27
C 4.78 -0.95 -2.37
O 5.50 -0.85 -1.20
C 4.76 -1.13 -0.01
C 5.73 -1.70 1.03
N 6.30 -2.97 0.64
C 7.24 -3.42 1.63
C 8.37 -4.23 0.84
O 8.97 -3.57 -0.24
C 9.84 -2.47 -0.04
H 5.04 -0.24 -3.16
H 3.72 -1.13 -2.19
H 5.05 -1.89 -2.84
H 4.09 -1.99 -0.08
H 4.11 -0.34 0.35
H 5.14 -1.78 1.94
H 6.49 -0.92 1.12
H 6.66 -2.85 -0.29
H 6.80 -3.82 2.55
H 7.91 -2.65 2.00
H 7.89 -5.09 0.38
H 9.01 -4.64 1.62
H 10.04 -2.10 -1.05
H 10.78 -2.56 0.49
H 9.25 -1.73 0.50
C 3.41 -8.84 -5.00
O 4.09 -9.24 -3.84
C 3.20 -9.64 -2.73
C 2.23 -8.55 -2.21
N 3.04 -7.55 -1.54
C 3.65 -8.00 -0.25
C 4.15 -6.80 0.54
O 3.08 -6.04 1.13
C 3.33 -4.64 1.56
H 2.85 -9.70 -5.37
H 4.09 -8.68 -5.84
H 2.67 -8.08 -4.74
H 3.96 -9.95 -2.01
H 2.75 -10.59 -3.01
H 1.49 -8.87 -1.47
H 1.67 -7.99 -2.96
H 3.80 -7.15 -2.07
H 4.38 -8.72 -0.61
H 2.90 -8.58 0.29
H 4.74 -6.21 -0.16
H 4.77 -7.06 1.40
H 4.06 -4.49 2.35
H 2.34 -4.32 1.89
H 3.60 -3.97 0.74
C 4.51 2.50 -0.78
O 4.53 2.73 0.62
C 3.25 3.10 1.09
C 3.47 3.44 2.59
N 3.69 2.19 3.32
C 2.58 1.44 3.81
C 2.90 -0.04 4.02
O 3.45 -0.27 5.37
C 4.61 0.48 5.76
H 3.74 1.82 -1.14
H 5.47 2.02 -0.96
H 4.26 3.35 -1.42
H 2.57 2.28 0.89
H 2.89 4.00 0.59
H 2.65 3.95 3.11
H 4.38 4.01 2.76
H 4.24 1.55 2.78
H 1.74 1.44 3.12
H 2.26 1.90 4.75
H 3.52 -0.39 3.20
H 1.98 -0.60 3.88
H 5.45 0.17 5.14
H 5.10 0.30 6.71
H 4.51 1.55 5.56
C -2.38 3.54 -2.91
O -3.56 4.26 -3.29
C -3.36 4.72 -4.66
C -4.64 5.52 -5.01
N -4.77 6.57 -3.91
C -6.13 7.15 -3.74
C -6.42 8.41 -4.64
O -7.75 8.93 -4.57
C -7.91 10.30 -5.02
H -2.52 3.32 -1.85
H -1.50 4.18 -2.96
H -2.29 2.60 -3.46
H -3.31 3.89 -5.36
H -2.48 5.35 -4.73
H -5.49 4.84 -5.11
H -4.55 5.99 -5.99
H -4.47 6.16 -3.05
H -6.13 7.54 -2.72
H -6.92 6.41 -3.90
H -6.16 8.22 -5.69
H -5.62 9.08 -4.34
H -8.40 10.21 -5.99
H -7.06 10.98 -5.04
H -8.58 10.97 -4.46
```

***

# 2
Entry from the OMol25 dataset: a 9-piece molecular cluster, C49H123N9O13 overall at a distorted geometry (the ωB97M-V functional and the def2-TZVPD basis).

E_HOMO ... -8.17 eV
Energy relative to the best compared isomer or geometry (same formula, charge and spin) ... 0.0 kJ/mol
Energy ... -3411.39093 a.u.
HOMO-LUMO gap ... 0.3216 Ha
Largest force on an atom ... 1.699 eV Å⁻¹

```
194
C49H123N9O13 | the OMol25 dataset | the ωB97M-V functional and the def2-TZVPD basis
C 6.28 -9.24 -26.55
C 7.58 -8.67 -25.98
C 7.63 -8.85 -24.48
O 6.59 -8.09 -23.89
C 6.33 -8.49 -22.56
N 8.77 -9.39 -26.54
H 6.33 -9.20 -27.65
H 5.42 -8.63 -26.26
H 6.11 -10.28 -26.26
H 7.66 -7.62 -26.25
H 8.62 -8.54 -24.13
H 7.51 -9.93 -24.28
H 7.20 -8.28 -21.93
H 6.05 -9.55 -22.46
H 5.44 -7.96 -22.22
H 8.78 -9.27 -27.55
H 8.60 -10.39 -26.42
C 1.22 -5.95 -17.16
C -0.07 -6.63 -16.72
C 0.14 -7.52 -15.51
O 1.14 -8.47 -15.83
C 2.00 -8.76 -14.76
N -1.04 -5.54 -16.40
H 1.70 -5.52 -16.27
H 1.04 -5.08 -17.79
H 1.91 -6.66 -17.62
H -0.52 -7.29 -17.47
H -0.80 -8.06 -15.30
H 0.37 -6.94 -14.61
H 1.46 -9.28 -13.95
H 2.45 -7.87 -14.31
H 2.80 -9.40 -15.12
H -1.97 -5.93 -16.22
H -1.17 -4.99 -17.25
C -5.13 -9.38 -21.89
C -5.41 -10.83 -22.22
C -4.77 -11.76 -21.26
O -4.98 -13.06 -21.74
C -4.32 -14.06 -21.00
N -6.88 -11.04 -22.09
H -4.06 -9.19 -21.76
H -5.62 -9.03 -20.97
H -5.53 -8.69 -22.64
H -5.12 -11.07 -23.25
H -5.24 -11.67 -20.26
H -3.70 -11.56 -21.10
H -4.75 -14.22 -20.01
H -3.25 -13.83 -20.89
H -4.46 -14.97 -21.60
H -7.14 -12.00 -22.24
H -7.39 -10.43 -22.71
C 2.56 -9.78 -25.65
C 3.00 -9.05 -24.39
C 2.26 -7.70 -24.26
O 2.39 -6.87 -25.39
C 3.47 -5.97 -25.29
N 2.72 -9.89 -23.22
H 3.05 -10.76 -25.70
H 2.88 -9.23 -26.54
H 1.48 -9.95 -25.67
H 4.05 -8.75 -24.47
H 2.63 -7.21 -23.35
H 1.19 -7.93 -24.10
H 3.34 -5.25 -26.10
H 4.44 -6.47 -25.38
H 3.43 -5.38 -24.36
H 2.99 -9.39 -22.36
H 1.71 -9.93 -23.13
C -3.17 -9.32 -18.64
O -2.48 -10.48 -19.01
C -2.44 -11.44 -17.96
C -1.60 -12.60 -18.37
N -0.20 -12.14 -18.56
C 0.69 -13.18 -19.03
C 0.46 -13.71 -20.42
O 0.68 -12.66 -21.32
C 0.87 -13.13 -22.63
H -3.27 -8.73 -19.55
H -2.55 -8.74 -17.94
H -4.14 -9.50 -18.19
H -3.47 -11.77 -17.77
H -2.06 -10.98 -17.04
H -1.97 -12.99 -19.33
H -1.61 -13.34 -17.57
H -0.24 -11.44 -19.30
H 0.72 -13.96 -18.26
H 1.72 -12.78 -19.00
H -0.60 -14.01 -20.50
H 1.05 -14.60 -20.64
H 1.03 -12.26 -23.26
H -0.02 -13.65 -23.04
H 1.71 -13.83 -22.72
C -2.76 -2.21 -23.17
O -2.47 -2.68 -21.89
C -1.07 -2.69 -21.64
C -0.88 -3.55 -20.39
N 0.53 -3.74 -20.05
C 1.19 -4.76 -20.86
C 2.67 -4.84 -20.59
O 3.30 -3.67 -21.04
C 4.68 -3.80 -21.12
H -3.84 -2.13 -23.35
H -2.35 -2.87 -23.96
H -2.36 -1.20 -23.35
H -0.66 -1.69 -21.45
H -0.51 -3.13 -22.48
H -1.42 -4.48 -20.52
H -1.32 -3.03 -19.53
H 1.05 -2.87 -20.03
H 1.01 -4.65 -21.94
H 0.77 -5.73 -20.57
H 3.03 -5.72 -21.16
H 2.89 -5.12 -19.55
H 4.98 -4.34 -22.03
H 5.12 -4.27 -20.24
H 5.16 -2.81 -21.16
C 3.79 -9.43 -19.66
O 2.58 -9.06 -20.28
C 1.45 -9.51 -19.54
C 0.17 -9.06 -20.21
N 0.07 -9.52 -21.56
C -1.14 -9.05 -22.22
C -1.23 -9.67 -23.60
O -1.38 -11.07 -23.39
C -1.79 -11.75 -24.58
H 4.61 -9.19 -20.33
H 3.85 -10.53 -19.57
H 3.90 -8.98 -18.67
H 1.49 -9.13 -18.51
H 1.47 -10.61 -19.47
H 0.09 -7.97 -20.14
H -0.64 -9.46 -19.57
H 0.10 -10.53 -21.59
H -1.16 -7.96 -22.28
H -2.05 -9.38 -21.68
H -0.33 -9.44 -24.20
H -2.07 -9.22 -24.15
H -2.06 -12.76 -24.29
H -0.97 -11.77 -25.31
H -2.71 -11.31 -24.99
C -1.34 -5.72 -23.97
O -2.28 -6.59 -24.51
C -3.43 -5.92 -24.91
C -4.32 -6.92 -25.58
N -3.71 -7.39 -26.82
C -4.40 -8.55 -27.38
C -3.47 -9.31 -28.31
O -2.35 -9.67 -27.54
C -1.23 -10.07 -28.29
H -0.35 -6.15 -23.83
H -1.78 -5.30 -23.05
H -1.07 -4.88 -24.64
H -3.20 -5.07 -25.59
H -3.96 -5.42 -24.08
H -5.32 -6.51 -25.76
H -4.39 -7.75 -24.85
H -2.78 -7.73 -26.59
H -5.28 -8.22 -27.95
H -4.75 -9.24 -26.59
H -3.14 -8.67 -29.13
H -3.96 -10.22 -28.66
H -0.38 -10.11 -27.61
H -1.04 -9.38 -29.11
H -1.37 -11.10 -28.67
C -4.32 -18.75 -26.42
C -3.31 -17.62 -26.26
C -3.70 -16.88 -24.98
C -2.60 -15.92 -24.52
C -1.30 -16.70 -24.32
C -0.86 -17.45 -25.58
N -2.00 -18.23 -26.01
O -1.63 -19.04 -27.13
C -0.31 -16.44 -26.62
C 0.27 -18.39 -25.17
C -3.42 -16.69 -27.47
H -4.15 -19.34 -27.32
H -5.35 -18.37 -26.51
H -4.30 -19.45 -25.59
H -4.57 -16.24 -25.13
H -3.94 -17.62 -24.22
H -2.91 -15.44 -23.59
H -2.46 -15.15 -25.28
H -1.37 -17.39 -23.48
H -0.55 -15.94 -24.05
H 0.77 -16.45 -26.73
H -0.74 -16.72 -27.60
H -0.69 -15.42 -26.50
H 0.59 -19.04 -25.99
H 1.11 -17.84 -24.77
H -0.13 -19.09 -24.42
H -3.06 -17.18 -28.39
H -2.83 -15.77 -27.40
H -4.47 -16.46 -27.68
H -1.58 -19.93 -26.77
```

***

The highest energy belongs to which entry? C49H123N9O13

***

E_HOMO of number 2 (C49H123N9O13)? -8.17 eV

***

Among the records above, which one has the highest energy? C49H123N9O13